Entry 1:
The following is a DFT calculation (ωB97M-V/def2-TZVPD) of a molecular structure, C46H65N8O3PRbSSi at a distorted geometry.

Values from the calculation:
Net charge: -1
E_HOMO (eV): -2.4
Maximum force (eV/A): 1.7

The geometry in XYZ format:
```
126
Properties=species:S:1:pos:R:3:lowdin_charge:R:1
Rb 0.052 0.195 0.018 0.42
S -1.985 -1.488 2.029 0.44
P 1.974 3.034 -1.181 0.88
Si 2.624 -2.330 1.045 0.68
O 0.682 4.015 -1.212 -0.32
O 3.097 4.237 -0.955 -0.32
O 2.112 2.779 -2.771 -0.32
N -2.303 0.680 -2.361 -0.14
N -2.875 -1.607 4.732 -0.04
N -0.048 0.999 4.172 0.07
N -2.428 1.864 0.314 0.09
N -1.044 -1.798 -2.136 0.10
N -0.533 0.462 3.145 -0.03
N 0.736 0.303 -2.707 0.01
N -1.957 -0.653 4.591 0.03
C 3.028 -4.825 2.569 -0.12
C -4.577 -2.761 5.956 -0.04
C 1.961 -3.794 2.181 -0.69
C 0.866 -4.504 1.380 -0.14
C 1.008 -0.211 -5.422 -0.06
C -5.304 -2.942 7.117 -0.12
C -2.465 -2.841 -3.734 -0.04
C 4.477 -0.196 0.916 -0.16
C -0.052 0.544 -4.940 -0.04
C -5.068 -2.151 8.235 -0.14
C -3.708 4.312 0.580 -0.07
C -2.742 -0.402 -3.231 -0.13
C 1.898 3.759 -3.790 -0.27
C 0.832 2.053 3.953 -0.26
C -3.584 -1.772 5.888 -0.24
C 0.031 4.442 -0.015 -0.29
C -0.819 -4.134 -2.591 -0.05
C -1.319 1.550 -3.003 -0.13
C 1.462 2.355 2.739 -0.05
C 2.632 4.200 3.749 -0.09
C -3.341 -0.979 7.022 -0.04
C -2.975 3.783 1.631 -0.06
C -3.802 3.583 -0.596 -0.03
C 2.020 3.907 4.962 -0.09
C 0.417 5.865 0.344 -0.06
C 4.172 -1.380 1.839 -0.69
C -0.448 -2.973 -1.933 -0.11
C 3.215 4.319 -4.301 -0.07
C -0.161 0.768 -3.574 -0.31
C 5.168 4.564 0.251 -0.07
C 1.133 2.851 5.063 -0.02
C -3.434 1.439 -1.859 -0.14
C -3.166 2.348 -0.681 -0.27
C 3.820 -0.823 3.219 -0.12
C -2.032 -1.728 -3.014 -0.25
C 3.537 -3.320 -0.372 -0.28
C -4.080 -1.174 8.173 -0.12
C 1.320 -3.251 3.460 -0.12
C 4.471 3.855 -0.896 -0.32
C 2.342 3.413 2.642 -0.09
C 1.927 -0.709 -4.512 -0.05
C -1.473 -0.538 3.381 -0.89
C 1.748 -0.419 -3.169 -0.13
C -2.342 2.563 1.441 -0.13
C -1.853 -4.062 -3.514 -0.07
C 5.446 -2.225 1.959 -0.12
H 3.634 0.501 0.891 0.04
H 0.050 -3.813 1.153 0.04
H 2.818 -3.842 -1.012 -0.01
H 0.358 -2.973 -1.200 0.08
H 0.806 -4.057 4.001 0.08
H -2.645 -0.128 -4.292 0.12
H 2.451 -0.780 -2.422 0.11
H 5.789 -2.561 0.977 0.06
H 1.261 4.561 -3.420 0.11
H -2.185 -4.945 -4.046 0.10
H 0.650 2.619 6.004 0.11
H 4.750 4.250 1.206 0.05
H 1.487 5.933 0.543 0.07
H 6.233 4.327 0.248 0.08
H 2.062 -2.819 4.135 0.06
H 6.260 -1.639 2.415 0.07
H 5.287 -3.108 2.580 0.05
H 0.270 3.774 0.816 0.09
H 3.333 5.022 3.674 0.10
H 3.676 4.957 -3.547 0.06
H 2.876 -0.271 3.194 0.06
H 3.721 -1.624 3.955 0.06
H -4.198 5.273 0.673 0.10
H 3.805 -4.373 3.189 0.05
H -4.376 3.957 -1.436 0.11
H -3.279 -2.744 -4.444 0.11
H 5.367 0.347 1.270 0.07
H -0.788 0.951 -5.623 0.11
H 4.670 -0.530 -0.108 0.06
H 3.503 -5.263 1.687 0.06
H 4.945 4.130 -1.843 0.10
H 2.798 3.630 1.683 0.07
H -3.885 -0.557 9.042 0.09
H 3.897 3.500 -4.536 0.08
H 2.767 -1.308 -4.838 0.10
H -4.762 -3.376 5.082 0.11
H 5.043 5.643 0.151 0.08
H 0.580 -2.482 3.229 0.03
H 4.094 -2.629 -1.013 -0.01
H 0.449 -5.335 1.966 0.08
H 3.045 4.908 -5.203 0.07
H 0.173 6.542 -0.476 0.08
H -1.039 4.384 -0.213 0.09
H 4.565 2.768 -0.785 0.10
H 2.580 -5.647 3.149 0.07
H -1.787 2.141 -3.812 0.13
H -0.133 6.170 1.236 0.08
H -6.064 -3.713 7.154 0.09
H -1.748 2.109 2.226 0.09
H 1.256 1.736 1.885 0.03
H 2.236 4.512 5.834 0.10
H -3.806 -0.587 -3.066 0.12
H -3.077 -2.151 3.890 0.03
H 1.111 -0.401 -6.483 0.10
H 1.372 3.238 -4.593 0.11
H 4.606 -0.140 3.575 0.08
H -2.890 4.305 2.575 0.11
H -0.937 2.246 -2.252 0.10
H -2.566 -0.229 6.959 0.09
H -5.645 -2.295 9.140 0.08
H -0.320 -5.070 -2.380 0.10
H 1.253 -4.916 0.441 0.06
H -4.168 0.716 -1.494 0.14
H -3.912 2.033 -2.659 0.12
H 4.251 -4.068 0.001 0.00
```


Entry 2:
The following is a DFT calculation (ωB97M-V/def2-TZVPD) of 6 unconnected molecules or ions with the total composition C46H65NO8 at a distorted geometry.

Values from the calculation:
Net charge: 0
E_HOMO (eV): -8.4
Structure (SMILES): CCCCCCCCCc1ccc2c(c1)C(=O)c1c(Cc3ccccc3C)cc(NCC)c(CC(=O)c3ccccc3)c1C2=O.CO.CO.CO.CO.CO
Maximum force (eV/A): 5.3

The geometry in XYZ format:
```
120
Properties=species:S:1:pos:R:3:lowdin_charge:R:1
O 0.273 6.848 -0.165 -0.14
O -0.318 -2.140 1.685 0.04
O 1.730 1.646 -3.697 0.04
O 6.776 0.951 1.897 -0.14
O 4.276 1.059 3.457 -0.14
O 4.326 4.597 1.139 -0.14
O -0.299 -2.296 9.137 -0.16
O 2.947 -1.023 0.418 0.03
N -1.387 2.287 2.530 -0.05
C -0.057 -2.585 5.117 -0.01
C 8.168 0.811 2.140 -0.14
C 1.235 -2.953 -4.571 -0.16
C 0.795 -0.022 2.532 -0.08
C 1.416 -0.772 -3.076 -0.03
C 0.355 0.764 1.221 -0.04
C -1.505 -4.400 -5.036 -0.22
C -3.187 2.020 -4.761 -0.10
C 2.033 -0.756 -0.412 -0.24
C 1.129 -1.409 -4.452 0.04
C 0.383 -1.562 2.567 -0.28
C 0.882 -3.597 -6.000 -0.18
C -2.237 3.862 -2.874 -0.13
C -0.199 -4.798 -5.872 -0.21
C -4.592 -3.544 -2.396 -0.22
C 1.816 -1.578 -1.784 -0.04
C 3.850 2.405 3.312 -0.16
C -0.500 2.395 -1.439 -0.07
C 1.777 -4.121 6.461 -0.06
C -0.817 3.136 -2.815 -0.13
C -2.377 -3.213 -5.666 -0.21
C -2.446 5.142 -2.003 -0.03
C -4.933 5.325 -3.016 -0.08
C -3.654 -2.621 -3.359 -0.20
C 1.963 -3.111 -1.916 0.02
C 1.668 -3.762 -3.317 -0.01
C 2.679 -3.976 5.188 -0.07
C 2.238 -3.153 3.923 -0.02
C 0.562 1.239 -1.476 0.01
C -3.800 -2.990 -4.925 -0.20
C 0.962 0.431 -0.184 0.02
C -3.782 -4.755 -1.707 -0.27
C -1.139 2.701 -0.064 0.07
C -0.715 1.926 1.239 -0.14
C -3.333 3.296 -3.812 -0.16
C -3.811 5.871 -2.084 -0.07
C 0.385 -3.394 6.377 -0.06
C 0.858 -2.436 3.843 -0.09
C 0.801 -1.833 9.907 -0.15
C 5.401 5.524 1.165 -0.16
C -2.282 1.101 2.889 -0.27
C -3.743 1.541 3.380 -0.12
C 0.308 6.965 1.250 -0.15
C -4.705 4.056 -3.875 -0.04
C 1.278 0.824 -2.863 -0.26
C -2.633 -4.265 -0.682 -0.13
H -3.969 6.820 -1.478 0.08
H -0.489 -5.167 -6.925 0.12
H -2.634 -3.454 -6.763 0.11
H -1.288 -4.163 -3.929 0.10
H 1.313 -2.682 10.367 0.08
H -2.126 1.891 -5.202 0.07
H -0.598 6.519 1.662 0.08
H 0.822 -0.753 -5.338 0.12
H 0.338 -5.626 -5.264 0.10
H -0.895 -2.756 9.741 0.08
H 1.494 -1.308 9.250 0.08
H -1.739 -3.920 -1.311 0.06
H -1.783 0.438 3.697 0.11
H -1.808 -2.214 -5.682 0.10
H 0.003 3.908 -3.002 0.13
H 6.482 0.141 1.458 0.09
H -0.757 2.394 -3.700 0.10
H 2.999 -3.093 3.071 0.09
H -0.672 2.286 3.286 0.10
H -2.567 -2.658 -3.001 0.09
H 1.181 6.437 1.642 0.07
H 0.429 0.482 3.503 0.12
H -2.415 0.527 1.894 0.13
H -3.678 2.391 4.142 0.07
H -3.502 1.042 -4.228 0.08
H -2.188 -5.338 -5.022 0.12
H -3.886 2.110 -5.675 0.08
H -2.286 -5.125 0.005 0.08
H -4.539 -5.350 -1.073 0.10
H 3.237 2.500 2.412 0.07
H -4.378 -2.120 -5.409 0.10
H 4.390 4.109 0.308 0.08
H 8.696 0.684 1.192 0.08
H 0.381 -2.806 -6.680 0.11
H -4.248 0.649 3.921 0.08
H -3.032 -3.449 0.014 0.08
H -1.940 3.502 0.042 0.09
H 8.345 -0.053 2.784 0.08
H 1.818 -3.942 -6.554 0.11
H 2.250 -3.721 -0.994 0.11
H -5.004 -2.901 -1.528 0.11
H -1.562 5.513 -1.348 0.09
H 5.316 6.210 0.319 0.07
H 0.352 8.020 1.532 0.07
H 6.352 4.987 1.117 0.08
H -1.059 -2.048 5.108 0.09
H 4.797 0.839 2.671 0.04
H -0.319 -3.449 7.293 0.07
H 8.531 1.712 2.637 0.08
H 0.447 -1.148 10.681 0.08
H -4.491 -3.913 -5.012 0.11
H 3.257 2.685 4.184 0.08
H -5.500 -3.951 -2.978 0.10
H -4.444 1.781 2.493 0.08
H 1.084 7.249 -0.504 0.08
H -3.404 -5.474 -2.512 0.10
H 5.354 6.091 2.095 0.08
H -4.028 -1.546 -3.207 0.09
H 1.765 -4.901 -3.463 0.10
H 3.701 -4.502 5.255 0.08
H -5.533 3.693 -4.579 0.09
H 4.722 3.059 3.241 0.07
H 2.076 -4.704 7.393 0.08
H 1.952 0.037 2.579 0.12
H -5.942 5.876 -3.100 0.09
```